Entry 1:
{"formula": "C4H6O2", "method": "ωB97M-V/def2-TZVPD", "homo_lumo_gap_ev": 9.25, "e_lumo_ev": 0.73, "smiles": "C=C=O.CC=O", "homo_energy_ev": -8.5, "de_lowest_kcal_mol": 72.9, "charge": 0, "species": ["O", "C", "C", "C", "C", "O", "H", "H", "H", "H", "H", "H"], "coordinates": [[-1.27507, -0.62741, 1.81407], [-1.25860, 0.28787, 1.08333], [-1.31922, 1.58847, 0.91636], [1.42653, -1.01082, -0.34042], [0.53097, -0.36478, -1.28838], [-0.57520, -0.03218, -0.94465], [-1.32237, 2.00369, -0.06429], [-1.81457, 1.95929, 1.81454], [2.39165, -0.48081, -0.41479], [1.13303, -1.06278, 0.73957], [1.20452, -2.03843, -0.96390], [0.87834, -0.22212, -2.35145]], "forces_ev_per_a": [[0.2, -0.8, -1.3], [-0.1, -0.1, 2.6], [-0.5, 0.1, -0.3], [0.2, -1.7, -0.8], [-0.8, 1.2, 0.6], [-0.8, 0.1, -1.3], [0.0, 0.6, -0.1], [0.2, 0.6, -0.4], [0.2, -1.3, -0.3], [-0.3, 0.0, -1.3], [1.9, 1.4, 2.0], [-0.2, -0.2, 0.7]]}

---

Entry 2:
{"formula": "C4H6O2", "method": "ωB97M-V/def2-TZVPD", "homo_lumo_gap_ev": 10.53, "e_lumo_ev": 0.95, "smiles": "C=C(C)OC=O", "homo_energy_ev": -9.6, "de_lowest_kcal_mol": 30.8, "charge": 0, "species": ["C", "C", "C", "C", "H", "H", "H", "H", "H", "H", "O", "O"], "coordinates": [[-1.26149, -0.15120, 0.25124], [0.18238, 0.22249, 0.40881], [0.63322, 1.06859, 1.40327], [0.94025, -0.78398, -1.64362], [-1.81337, 0.51782, 0.86683], [-1.46086, -1.22850, 0.46166], [-1.67249, -0.05489, -0.75007], [-0.12019, 1.55549, 1.99549], [1.69756, 1.25336, 1.69217], [1.58931, -1.60788, -2.04935], [1.17712, -0.57297, -0.30340], [0.10857, -0.21833, -2.33303]], "forces_ev_per_a": [[0.2, -0.9, -0.9], [1.9, 0.7, 1.8], [0.1, -1.7, -2.0], [-1.0, 0.3, -0.5], [-0.6, 0.2, 0.8], [0.3, 0.8, 0.4], [0.4, 0.4, -0.2], [-0.1, 0.1, 0.1], [-1.1, -0.3, -0.7], [-0.3, 0.8, 0.6], [-1.4, 0.7, -0.7], [1.6, -0.8, 1.4]]}

---

Entry 3:
{"formula": "C4H6O2", "method": "ωB97M-V/def2-TZVPD", "homo_lumo_gap_ev": 8.40, "e_lumo_ev": 0.87, "homo_energy_ev": -7.5, "de_lowest_kcal_mol": 167.1, "charge": 0, "species": ["O", "C", "C", "C", "O", "C", "H", "H", "H", "H", "H", "H"], "coordinates": [[2.43700, -1.43632, 0.63728], [1.50566, -0.71903, 0.68635], [0.15803, -0.04522, -0.67065], [-0.88092, -0.58917, 0.24767], [-1.23674, 0.66323, 0.73722], [-0.26427, 1.32084, -0.12631], [0.45720, -0.98011, 1.32873], [0.71150, -0.36624, -1.54730], [-1.01159, -0.28993, -1.16537], [-1.58781, -1.41628, 0.24959], [0.48909, 1.86042, 0.44659], [-0.77714, 1.99781, -0.82380]], "forces_ev_per_a": [[-0.7, 0.5, 0.0], [0.6, -0.5, 0.0], [0.0, 0.0, -0.2], [0.0, -0.3, 0.0], [0.0, 0.0, 0.1], [0.2, 0.3, -0.1], [-0.2, 0.0, -0.1], [-0.1, 0.0, 0.1], [0.1, 0.0, 0.1], [0.2, 0.1, 0.0], [-0.1, -0.1, -0.1], [0.1, -0.1, 0.1]]}

---

Entry 4:
{"formula": "C4H6O2", "method": "ωB97M-V/def2-TZVPD", "homo_lumo_gap_ev": 8.18, "e_lumo_ev": -0.19, "homo_energy_ev": -8.4, "de_lowest_kcal_mol": 103.6, "charge": 0, "species": ["C", "C", "O", "C", "C", "O", "H", "H", "H", "H", "H", "H"], "coordinates": [[1.24776, 0.36344, 0.26299], [-0.83704, 0.91525, -0.08126], [-1.08147, 0.29419, -1.20072], [-0.76124, -1.01842, -0.58941], [-0.29701, -0.21542, 0.71425], [-0.35402, -0.55806, 1.91217], [1.51730, 1.18788, 0.92775], [1.81399, -0.52422, 0.56078], [1.46614, 0.60503, -0.78349], [-0.97753, 1.99667, -0.01831], [-0.05445, -1.56091, -1.22094], [-1.68841, -1.56582, -0.43186]], "forces_ev_per_a": [[0.3, 0.1, -0.1], [-0.1, 0.1, 0.0], [0.0, 0.2, 0.1], [0.0, -0.3, 0.0], [0.0, 0.0, -0.2], [-0.1, 0.0, 0.0], [-0.1, -0.1, -0.1], [-0.2, 0.1, 0.0], [-0.1, 0.0, 0.2], [0.1, -0.1, 0.0], [-0.1, 0.1, 0.1], [0.1, 0.0, 0.0]]}

---

Entry 5:
{"formula": "C4H6O2", "method": "ωB97M-V/def2-TZVPD", "homo_lumo_gap_ev": 9.60, "e_lumo_ev": 0.65, "homo_energy_ev": -8.9, "de_lowest_kcal_mol": 75.3, "charge": 0, "species": ["C", "C", "O", "C", "O", "C", "H", "H", "H", "H", "H", "H"], "coordinates": [[1.85812, 0.17594, 0.69605], [0.98708, -0.71418, -0.14515], [1.34261, -1.52448, -0.95243], [-0.64822, 0.07435, -0.32564], [-0.39911, -0.88769, 0.48873], [-2.09057, 0.37569, -0.54314], [2.54324, 0.71608, 0.03832], [1.28650, 0.88377, 1.29723], [2.45035, -0.47203, 1.35099], [-2.74234, -0.15511, 0.16125], [-2.25537, 1.45651, -0.49660], [-2.33229, 0.07114, -1.56961]], "forces_ev_per_a": [[0.0, 0.0, 0.0], [0.6, -0.4, -0.2], [-0.2, 0.4, 0.4], [-0.5, -0.1, 0.1], [0.0, 0.2, -0.2], [0.0, 0.0, 0.0], [-0.1, -0.1, 0.1], [0.1, -0.1, -0.1], [-0.1, 0.1, -0.1], [0.1, 0.0, -0.1], [0.0, -0.1, 0.0], [0.1, 0.0, 0.1]]}

---

Entry 6:
{"formula": "C4H6O2", "method": "ωB97M-V/def2-TZVPD", "homo_lumo_gap_ev": 10.90, "e_lumo_ev": 0.99, "smiles": "C1OCC12CO2", "homo_energy_ev": -9.9, "de_lowest_kcal_mol": 76.0, "charge": 0, "species": ["C", "O", "C", "C", "O", "C", "H", "H", "H", "H", "H", "H"], "coordinates": [[1.67479, 0.27244, -0.01445], [1.17731, -0.57045, 1.01835], [0.25960, -0.16740, 0.02646], [-0.82180, 0.83763, 0.33266], [-1.86153, -0.02412, -0.14891], [-0.94565, -1.06545, -0.51528], [2.45891, -0.11129, -0.66431], [1.88561, 1.29508, 0.34044], [-0.75576, 1.73387, -0.29352], [-0.85810, 1.11800, 1.39377], [-1.14193, -1.96034, 0.09738], [-1.07147, -1.35797, -1.57259]], "forces_ev_per_a": [[0.0, -0.1, -0.3], [-0.2, -0.2, 0.2], [-0.3, 0.1, -0.1], [0.0, 0.3, 0.1], [0.0, 0.1, 0.2], [0.6, -0.1, 0.0], [-0.3, -0.3, 0.0], [-0.2, -0.3, -0.3], [0.0, 0.0, 0.1], [-0.4, -0.1, -0.1], [0.5, 0.2, 0.0], [0.5, 0.4, 0.3]]}

---

Entry 7:
{"formula": "C4H6O2", "method": "ωB97M-V/def2-TZVPD", "homo_lumo_gap_ev": 10.92, "e_lumo_ev": 0.96, "smiles": "C1OCC12CO2", "homo_energy_ev": -10.0, "de_lowest_kcal_mol": 66.4, "charge": 0, "species": ["C", "O", "C", "C", "O", "C", "H", "H", "H", "H", "H", "H"], "coordinates": [[-0.93577, 0.82007, 1.09585], [-0.14689, -0.23983, 1.63250], [-0.09026, -0.01054, 0.24881], [-0.26573, -1.12445, -0.77520], [0.96054, -0.73467, -1.41755], [1.16768, 0.36207, -0.51348], [-0.57278, 1.81517, 1.35824], [-2.01602, 0.69534, 1.13691], [-1.12104, -1.08067, -1.46016], [-0.19399, -2.12343, -0.32872], [2.10181, 0.29304, 0.05595], [1.11245, 1.32789, -1.03313]], "forces_ev_per_a": [[-0.2, 0.2, -0.1], [0.2, -0.1, 0.2], [0.0, 0.1, -0.2], [-0.3, -0.2, 0.1], [0.1, -0.1, -0.2], [0.2, 0.3, 0.2], [-0.1, -0.1, -0.1], [0.1, -0.1, 0.0], [0.1, 0.1, 0.2], [0.0, 0.1, -0.1], [-0.1, -0.1, -0.1], [0.1, -0.1, 0.1]]}

---

Entry 8:
{"formula": "C4H6O2", "method": "ωB97M-V/def2-TZVPD", "homo_lumo_gap_ev": 11.05, "e_lumo_ev": 0.96, "smiles": "O=CC[C@H]1CO1", "homo_energy_ev": -10.1, "de_lowest_kcal_mol": 55.7, "charge": 0, "species": ["O", "C", "C", "C", "C", "O", "H", "H", "H", "H", "H", "H"], "coordinates": [[-1.65695, 0.69651, 1.32560], [-1.80047, 0.08329, 0.29326], [-0.67954, -0.18438, -0.69314], [0.68147, 0.30843, -0.28257], [1.57388, -0.20982, 0.71939], [1.80352, -0.46079, -0.66788], [-2.79500, -0.33001, 0.01060], [-0.67601, 0.49549, -1.53658], [-0.76979, -1.20164, -1.09672], [0.79916, 1.35967, -0.53880], [2.23643, 0.52088, 1.17053], [1.28329, -1.07764, 1.29631]], "forces_ev_per_a": [[-0.1, -0.4, -0.6], [0.3, 0.4, 0.1], [0.2, 0.3, 0.0], [0.0, 0.1, 0.1], [0.1, -0.1, 0.4], [0.3, -0.1, -0.1], [0.2, 0.1, 0.1], [-1.7, -0.1, -0.8], [0.4, 0.1, 0.3], [0.1, 0.0, 0.3], [0.2, -0.3, 0.2], [0.1, 0.0, 0.1]]}

---

Entry 9:
{"formula": "C4H6O2", "method": "ωB97M-V/def2-TZVPD", "homo_lumo_gap_ev": 8.99, "e_lumo_ev": 0.44, "homo_energy_ev": -8.5, "de_lowest_kcal_mol": 114.7, "charge": 0, "species": ["C", "C", "O", "C", "C", "O", "H", "H", "H", "H", "H", "H"], "coordinates": [[0.42669, 0.95964, -1.62366], [0.35792, 0.75582, -0.12021], [0.24861, 1.67438, 0.66875], [0.64611, -0.66790, 0.26288], [-0.67804, -1.15456, 1.40841], [-0.43050, -1.53125, 0.06324], [0.50117, 0.01588, -2.17129], [-0.47273, 1.49304, -1.94362], [1.29221, 1.58229, -1.86879], [0.32817, -0.66380, 1.75374], [-1.48229, -0.43019, 1.51840], [-0.73733, -2.03337, 2.05216]], "forces_ev_per_a": [[0.0, 0.0, -0.1], [0.0, 0.1, 0.2], [0.0, -0.3, -0.2], [0.1, 0.1, -0.1], [-0.4, 0.0, 0.2], [0.0, 0.0, -0.2], [0.0, 0.1, 0.1], [0.1, -0.1, 0.1], [-0.1, -0.1, 0.1], [0.1, 0.1, 0.1], [0.1, -0.1, 0.0], [0.1, 0.2, -0.1]]}

---

Entry 10:
{"formula": "C4H6O2", "method": "ωB97M-V/def2-TZVPD", "homo_lumo_gap_ev": 10.80, "e_lumo_ev": 0.89, "smiles": "C[C@@]1(C=O)CO1", "homo_energy_ev": -9.9, "de_lowest_kcal_mol": 59.0, "charge": 0, "species": ["C", "C", "C", "O", "C", "O", "H", "H", "H", "H", "H", "H"], "coordinates": [[-0.90926, -1.17668, -0.06694], [0.03337, 0.06394, 0.14702], [-0.21220, 1.51064, -0.23324], [-0.51402, 1.00195, 1.05021], [1.50985, -0.23932, 0.20131], [2.13045, -0.52856, -0.79114], [-0.44771, -2.13208, 0.24789], [-1.82566, -1.07585, 0.53634], [-1.21160, -1.32376, -1.10370], [0.44576, 2.41893, -0.18169], [-0.96431, 1.60877, -1.01086], [1.96535, -0.12798, 1.20478]], "forces_ev_per_a": [[0.3, 0.4, -0.2], [0.0, -0.2, -0.2], [-0.2, 0.0, -0.4], [-0.2, 0.0, 0.4], [-0.2, 0.1, 0.1], [-0.2, -0.1, 0.6], [0.2, 0.7, -0.1], [0.4, 0.3, -0.2], [0.1, 0.2, -0.1], [0.1, -1.5, -0.3], [-0.7, 0.2, 0.5], [0.3, 0.0, -0.1]]}